C36H48N2O5 | ωB97M-V with the def2-TZVPD basis set

XYZ file:
```
91
Properties=species:S:1:pos:R:3:mulliken_charge:R:1
C 2.957 -5.325 -2.848 -1.13
C 1.593 -5.084 -2.277 -0.27
O 1.468 -3.645 -2.187 -0.15
C 0.335 -3.292 -1.567 0.20
C 0.047 -1.810 -1.370 2.20
C -1.428 -1.584 -1.762 -0.56
C -1.686 -2.119 -3.177 -0.81
C -3.146 -2.033 -3.624 -0.90
C -4.104 -2.628 -2.592 -0.71
C -3.857 -2.063 -1.192 -0.74
C -2.397 -2.194 -0.757 -0.83
C 0.835 -0.839 -2.225 -0.43
O 0.351 0.212 -2.640 -0.67
O 2.113 -1.138 -2.468 -0.18
C 2.814 -0.040 -3.098 -0.24
C 4.195 -0.561 -3.353 -1.15
O -0.423 -4.167 -1.148 -0.71
H 3.080 -6.385 -3.082 0.43
H 3.117 -4.748 -3.765 0.28
H 3.733 -5.050 -2.125 0.19
H 0.796 -5.456 -2.932 0.31
H 1.484 -5.525 -1.279 0.30
H -1.594 -0.500 -1.776 0.60
H -1.044 -1.574 -3.882 0.28
H -1.386 -3.175 -3.195 0.33
H -3.403 -0.981 -3.806 0.36
H -3.251 -2.557 -4.582 0.42
H -5.139 -2.436 -2.896 0.39
H -3.977 -3.719 -2.569 0.34
H -4.133 -1.001 -1.187 0.24
H -4.496 -2.567 -0.460 0.41
H -2.124 -3.252 -0.664 0.39
H -2.247 -1.726 0.228 0.12
H 2.291 0.221 -4.024 0.30
H 2.811 0.818 -2.413 0.28
H 4.810 0.219 -3.804 0.44
H 4.672 -0.888 -2.423 0.21
H 4.162 -1.410 -4.044 0.28
C -1.775 3.189 5.133 -1.00
N -1.693 2.758 3.756 0.21
C -2.436 3.361 2.776 0.05
O -3.326 4.188 2.956 -0.69
C -1.978 2.782 1.438 -0.34
C -1.360 3.866 0.545 -0.24
C -2.425 4.787 -0.008 0.49
C -2.416 6.154 0.285 -0.40
C -3.489 6.956 -0.110 -0.54
C -4.551 6.399 -0.836 -0.47
C -4.524 5.044 -1.186 -0.68
C -3.452 4.241 -0.786 -0.29
N -1.039 1.738 1.860 0.53
C -0.543 0.850 0.980 -0.82
C 0.590 0.072 1.240 -0.88
C 0.990 -1.085 0.627 1.03
C 2.235 -1.658 1.059 0.49
C 3.157 -2.283 0.177 0.19
C 4.483 -2.508 0.532 -1.26
C 4.954 -2.179 1.810 1.06
C 6.401 -2.336 2.162 -1.42
C 4.035 -1.690 2.748 -1.08
C 2.708 -1.484 2.401 -0.61
C -0.603 1.932 3.258 0.35
C 0.724 2.705 3.327 -1.44
C -0.507 0.639 4.077 -1.32
H -2.663 3.813 5.256 0.39
H -1.849 2.315 5.788 0.28
H -0.885 3.763 5.428 0.33
H -2.843 2.314 0.937 0.56
H -0.631 4.439 1.142 0.21
H -0.815 3.372 -0.277 0.32
H -1.579 6.568 0.854 0.32
H -3.498 8.014 0.160 0.36
H -5.398 7.022 -1.130 0.36
H -5.337 4.601 -1.764 0.38
H -3.415 3.180 -1.046 0.42
H -1.041 0.809 0.006 0.99
H 1.250 0.483 2.010 0.44
H 0.278 -1.610 -0.188 -0.70
H 2.825 -2.524 -0.827 0.66
H 5.174 -2.928 -0.203 0.38
H 6.560 -2.102 3.218 0.35
H 6.749 -3.358 1.976 0.34
H 7.031 -1.664 1.567 0.30
H 4.384 -1.459 3.760 0.30
H 2.009 -1.149 3.170 0.15
H 0.610 3.710 2.898 0.34
H 1.035 2.796 4.376 0.45
H 1.512 2.181 2.778 0.29
H -1.464 0.104 4.042 0.37
H 0.277 -0.014 3.691 0.10
H -0.266 0.889 5.117 0.55
```

Results
E_LUMO   -0.942 eV
Largest force on an atom   0.1357 hartree/bohr
Energy above the lowest of the compared OMol25 structures with the same formula, charge and spin   19.8 kcal/mol
DFT total energy   -1886.17848 Eh
Multiplicity   1